No. 1
The following is a quantum chemistry calculation of C52H58AsIrN4OP2S2 as an isolated structure at a distorted geometry, from OMol25.

Last column: Löwdin spin population.
Geometry (Å):
Ir: 0.133 1.408 1.097  0.000
N: -2.150 0.170 4.934  0.000
C: -1.767 0.606 3.735  0.000
S: -0.797 -0.449 2.756  0.001
N: -2.177 1.777 3.343  0.000
N: -1.692 2.269 2.217  0.000
C: -2.215 3.329 1.726  0.000
C: -1.625 3.917 0.556  0.000
C: -2.218 4.994 -0.094  0.000
C: -1.588 5.546 -1.197  0.000
C: -0.376 5.009 -1.610  0.000
C: 0.145 3.928 -0.918  0.000
N: -0.471 3.386 0.131  0.000
H: -1.937 -0.764 5.238  0.000
H: -2.797 0.722 5.477  0.000
H: -3.082 3.790 2.186  0.000
H: -3.162 5.375 0.269  0.000
H: -2.029 6.385 -1.718  0.000
H: 0.155 5.423 -2.455  0.000
H: 1.092 3.484 -1.200  0.000
C: 4.941 2.051 -0.347  0.000
C: 5.011 0.956 -1.400  0.000
C: 3.789 0.918 -2.304  0.000
S: 2.193 0.332 -1.630  0.000
O: 1.792 1.257 -0.485  0.000
C: 2.734 -1.253 -0.863  0.000
C: 2.870 -1.184 0.648  0.000
C: 3.147 -2.570 1.224  0.000
H: 5.838 2.045 0.271  0.000
H: 4.078 1.906 0.297  0.000
H: 4.859 3.034 -0.814  0.000
H: 5.165 -0.012 -0.916  0.000
H: 5.878 1.123 -2.043  0.000
H: 3.932 0.230 -3.141  0.000
H: 3.563 1.908 -2.706  0.000
H: 3.667 -1.548 -1.345  0.000
H: 1.963 -1.976 -1.142  0.000
H: 1.943 -0.791 1.078  0.000
H: 3.675 -0.498 0.921  0.000
H: 2.333 -3.261 0.997  0.000
H: 3.247 -2.519 2.307  0.000
H: 4.069 -2.981 0.813  0.000
C: 0.630 3.430 4.028  0.000
P: 1.443 2.061 3.132  0.000
C: 3.059 2.834 2.827  0.000
C: 3.165 3.694 1.736  0.000
C: 4.296 4.478 1.577  0.000
C: 5.328 4.398 2.500  0.000
C: 5.233 3.530 3.579  0.000
C: 4.104 2.743 3.746  0.000
C: 1.776 0.798 4.379  0.000
C: 1.090 0.730 5.588  0.000
C: 1.416 -0.253 6.510  0.000
C: 2.428 -1.161 6.238  0.000
C: 3.104 -1.107 5.024  0.000
C: 2.767 -0.143 4.093  0.000
H: 1.244 3.690 4.890  0.000
H: -0.375 3.168 4.354  0.000
H: 0.575 4.293 3.364  0.000
H: 2.350 3.750 1.020  0.000
H: 4.370 5.164 0.744  0.000
H: 6.209 5.014 2.384  0.000
H: 6.028 3.483 4.310  0.000
H: 4.034 2.089 4.603  0.000
H: 0.325 1.458 5.826  0.000
H: 0.892 -0.297 7.455  0.000
H: 2.709 -1.899 6.976  0.000
H: 3.902 -1.809 4.819  0.000
H: 3.299 -0.080 3.150  0.000
C: -1.892 -1.672 -0.269  0.004
C: -2.953 -2.134 -1.260  0.090
As: -3.237 -4.107 -1.250  0.447
C: -1.465 -4.833 -1.643  0.085
C: -0.770 -5.575 -0.695  0.008
C: 0.475 -6.101 -1.010  0.001
C: 1.016 -5.890 -2.270  0.003
C: 0.321 -5.143 -3.213  0.005
C: -0.926 -4.619 -2.912  0.020
C: -4.166 -4.442 -2.891  0.097
C: -4.965 -3.472 -3.509  0.046
C: -5.549 -3.750 -4.728  0.012
C: -5.396 -5.010 -5.307  0.092
C: -4.624 -5.987 -4.682  0.001
C: -4.033 -5.717 -3.465  0.059
P: -1.413 0.105 -0.541  0.002
C: -3.087 0.835 -0.572  0.000
C: -3.722 1.303 -1.720  0.000
C: -5.037 1.746 -1.654  0.000
C: -5.717 1.750 -0.446  0.000
C: -5.089 1.285 0.702  0.000
C: -3.786 0.821 0.638  0.000
C: -0.837 0.112 -2.263  0.001
C: -0.358 -1.052 -2.865  0.001
C: 0.080 -1.036 -4.179  0.000
C: 0.069 0.147 -4.903  0.000
C: -0.352 1.321 -4.293  0.001
C: -0.791 1.308 -2.979  0.000
H: -0.991 -2.291 -0.316  0.000
H: -2.262 -1.729 0.756  0.001
H: -2.695 -1.881 -2.290  0.011
H: -3.915 -1.675 -1.028  0.000
H: -1.205 -5.759 0.279  0.003
H: 1.010 -6.691 -0.279  0.000
H: 1.971 -6.326 -2.528  0.000
H: 0.737 -4.988 -4.200  0.001
H: -1.479 -4.061 -3.658  0.000
H: -5.114 -2.502 -3.049  0.002
H: -6.142 -2.995 -5.225  0.000
H: -5.908 -5.241 -6.231  0.004
H: -4.510 -6.963 -5.134  -0.001
H: -3.457 -6.484 -2.961  0.001
H: -3.209 1.294 -2.671  0.000
H: -5.538 2.078 -2.553  0.000
H: -6.740 2.098 -0.401  0.000
H: -5.609 1.273 1.651  0.000
H: -3.310 0.425 1.527  0.000
H: -0.328 -1.988 -2.320  0.000
H: 0.429 -1.951 -4.641  0.000
H: 0.389 0.155 -5.936  0.000
H: -0.346 2.248 -4.852  0.000
H: -1.110 2.230 -2.510  0.000

The energy relative to the best compared isomer or geometry (same formula, charge and spin) is 66.35 kcal/mol. The expectation value of S² is 0.762. As for the spin multiplicity: 2. Its charge is +3. The strongest force on any atom is 0.090 hartree/bohr. The LUMO energy (spin up / spin down) is -7.82 / -10.30 eV. The HOMO-LUMO gap (spin up / spin down) is 7.21 / 4.73 eV. The highest occupied orbital energy (spin up / spin down) is -15.03 / -15.03 eV. For the electronic energy, the calculation gives -6128.90445 Ha.

---

No. 2
The following is a quantum chemistry calculation of C16H31NOP2Sr as an isolated structure at a distorted geometry, from OMol25.

Last column: Löwdin charge in e.
Geometry (Å):
P: 1.972 4.561 -3.322  0.912
P: 4.231 1.144 -3.684  0.928
C: 3.702 4.092 -3.696  -0.319
C: 3.966 2.806 -4.536  -0.368
H: 4.268 4.099 -2.745  0.078
H: 4.096 4.958 -4.261  0.091
H: 3.160 2.662 -5.282  0.065
H: 4.917 2.969 -5.072  0.076
C: 5.922 1.485 -3.002  -0.232
H: 6.226 0.622 -2.401  0.051
H: 5.958 2.395 -2.389  0.043
H: 6.625 1.592 -3.845  0.044
C: 4.707 0.021 -5.036  -0.265
H: 5.774 0.149 -5.278  0.037
H: 4.086 0.227 -5.917  0.041
H: 4.529 -1.000 -4.670  0.040
C: 1.926 6.111 -2.431  -0.179
H: 1.043 6.195 -1.787  0.067
H: 1.905 6.918 -3.169  0.052
H: 2.825 6.220 -1.814  0.068
C: 1.029 4.748 -4.848  -0.194
H: 1.169 3.898 -5.528  0.051
H: 1.368 5.660 -5.360  0.050
H: -0.043 4.876 -4.643  0.063
Sr: -1.210 -0.736 -1.900  1.343
C: 3.101 0.268 -1.764  -0.268
C: 3.845 0.979 -0.835  -0.214
C: 3.709 2.445 -0.791  -0.226
C: 2.442 2.990 -0.037  -0.270
C: 1.420 3.545 -0.874  -0.282
C: 1.194 3.280 -2.277  -0.480
C: 1.272 1.809 -2.857  -0.202
C: 1.593 0.610 -1.948  -0.234
C: -2.198 0.788 -0.134  -0.372
H: 3.298 -0.815 -1.924  0.106
H: 4.676 0.532 -0.286  0.098
H: 3.620 2.779 -1.838  0.030
H: 4.607 2.940 -0.373  0.115
H: 2.110 2.203 0.675  0.099
H: 2.796 3.825 0.600  0.097
H: 0.874 4.392 -0.452  0.061
H: 0.152 3.608 -2.442  0.101
H: 1.961 1.781 -3.734  0.039
H: 0.284 1.664 -3.340  0.088
H: 1.060 0.686 -0.975  0.113
H: 1.237 -0.286 -2.510  0.050
H: -3.292 0.635 -0.121  -0.079
H: -1.994 1.864 -0.228  -0.083
H: -1.843 0.464 0.857  -0.062
O: -1.600 -2.661 2.098  0.034
C: -1.303 -2.518 0.954  -0.595
N: -0.994 -2.368 -0.216  -0.206

The energy relative to the best compared isomer or geometry (same formula, charge and spin) is 35.76 kcal/mol. The strongest force on any atom is 0.074 hartree/bohr. The LUMO energy is -0.80 eV. The HOMO-LUMO gap is 3.92 eV. The highest occupied orbital energy is -4.72 eV. For the electronic energy, the calculation gives -1471.39512 Ha.